(1)
{
  "formula": "C15H31BrP2Zr",
  "method": "wB97M-V/def2-TZVPD",
  "symbols": ["P", "P", "C", "C", "H", "H", "H", "H", "C", "H", "H", "H", "C", "H", "H", "H", "C", "H", "H", "H", "C", "H", "H", "H", "Zr", "C", "C", "C", "C", "C", "C", "C", "C", "C", "H", "H", "H", "H", "H", "H", "H", "H", "H", "H", "H", "H", "H", "H", "H", "Br"],
  "coordinates": [[-1.871, -1.382, -0.027], [1.008, -2.050, 0.895], [-1.472, -3.210, 0.256], [-0.314, -3.370, 1.199], [-1.265, -3.638, -0.731], [-2.387, -3.650, 0.674], [-0.624, -3.257, 2.244], [0.188, -4.336, 1.053], [1.918, -3.131, -0.287], [2.917, -2.725, -0.474], [1.382, -3.206, -1.242], [2.002, -4.127, 0.171], [1.886, -2.536, 2.424], [2.044, -3.623, 2.391], [1.269, -2.276, 3.291], [2.839, -2.007, 2.497], [-3.064, -1.776, -1.354], [-3.610, -0.874, -1.640], [-3.751, -2.543, -0.967], [-2.528, -2.161, -2.227], [-3.060, -1.368, 1.376], [-2.534, -1.406, 2.336], [-3.701, -2.255, 1.267], [-3.674, -0.465, 1.343], [1.403, 3.580, -0.982], [2.065, 1.859, 0.612], [2.287, 1.349, -0.667], [1.357, 0.429, -1.428], [0.227, 1.085, -2.259], [-0.513, 2.268, -1.690], [-0.722, 2.607, -0.353], [-0.508, 1.646, 0.793], [0.860, 1.707, 1.487], [0.208, 5.419, -1.373], [2.937, 2.230, 1.151], [3.307, 1.377, -1.070], [0.933, -0.309, -0.714], [1.977, -0.163, -2.140], [0.660, 1.383, -3.234], [-0.501, 0.291, -2.503], [-0.925, 2.934, -2.451], [-1.386, 3.447, -0.123], [-0.735, 0.613, 0.457], [-1.275, 1.854, 1.564], [0.846, 2.559, 2.195], [0.969, 0.807, 2.127], [0.544, 6.197, -0.667], [-0.890, 5.362, -1.363], [0.546, 5.774, -2.374], [2.731, 5.065, 0.539]],
  "de_lowest_kcal_mol": 10.34,
  "homo_lumo_gap_ev": 3.5,
  "total_charge": 2
}



(2)
{
  "formula": "C15H31ClI2NOSi",
  "method": "wB97M-V/def2-TZVPD",
  "symbols": ["C", "C", "C", "Cl", "Si", "I", "C", "C", "C", "I", "H", "H", "H", "H", "H", "H", "H", "H", "H", "H", "H", "H", "H", "C", "C", "C", "C", "C", "C", "N", "O", "C", "C", "C", "H", "H", "H", "H", "H", "H", "H", "H", "H", "H", "H", "H", "H", "H", "H", "H", "H", "H"],
  "coordinates": [[-3.293, -0.957, -1.224], [-3.820, -2.310, -0.642], [-4.693, -2.206, 0.669], [-4.243, -3.667, 1.700], [-4.541, -0.594, 1.677], [-6.870, -0.030, 2.384], [-3.513, -0.722, 3.266], [-2.028, -0.286, 2.921], [-1.145, -1.592, 2.898], [-1.244, 1.248, 4.227], [-4.074, -0.187, -1.375], [-2.868, -1.176, -2.236], [-2.428, -0.597, -0.614], [-2.971, -3.010, -0.513], [-4.483, -2.751, -1.428], [-5.758, -2.369, 0.402], [-4.080, 0.578, 0.933], [-3.572, -1.725, 3.736], [-3.926, 0.012, 4.000], [-2.044, 0.137, 1.892], [-1.809, -2.405, 2.515], [-0.299, -1.475, 2.187], [-0.827, -1.875, 3.922], [3.294, 2.212, 0.493], [2.808, 0.768, 0.211], [3.953, -0.033, -0.445], [4.212, 0.375, -1.897], [2.934, 0.316, -2.731], [1.750, 1.088, -2.112], [1.579, 0.770, -0.655], [1.053, -0.315, -0.569], [1.946, 2.610, -2.295], [0.480, 0.787, -2.931], [2.509, 0.207, 1.612], [3.838, 2.261, 1.435], [3.981, 2.594, -0.259], [2.455, 2.906, 0.584], [3.722, -1.103, -0.418], [4.866, 0.098, 0.137], [4.646, 1.376, -1.945], [4.957, -0.296, -2.330], [3.135, 0.702, -3.732], [2.658, -0.737, -2.861], [1.173, 3.171, -1.766], [1.877, 2.881, -3.348], [2.916, 2.971, -1.963], [0.271, -0.282, -3.005], [0.592, 1.152, -3.950], [-0.395, 1.277, -2.497], [1.718, 0.784, 2.098], [3.394, 0.260, 2.245], [2.207, -0.841, 1.599]],
  "homo_lumo_gap_ev": 4.1,
  "total_charge": 1
}



(3)
{
  "formula": "C15H31ClIrP2",
  "method": "wB97M-V/def2-TZVPD",
  "symbols": ["P", "P", "C", "C", "H", "H", "H", "H", "C", "H", "H", "H", "C", "H", "H", "H", "C", "H", "H", "H", "C", "H", "H", "H", "Ir", "C", "C", "C", "C", "C", "C", "C", "C", "C", "H", "H", "H", "H", "H", "H", "H", "H", "H", "H", "H", "H", "H", "H", "H", "Cl"],
  "coordinates": [[1.634, 1.986, 0.147], [-1.414, -0.555, 3.284], [-1.115, 0.832, 0.561], [-1.962, 0.392, 1.740], [-1.798, 0.845, -0.303], [-0.841, 1.887, 0.695], [-2.337, 1.313, 2.210], [-2.820, -0.175, 1.339], [-1.523, -2.264, 2.599], [-2.031, -2.904, 3.332], [-0.478, -2.582, 2.468], [-2.034, -2.322, 1.626], [-2.986, -0.530, 4.235], [-3.583, -1.436, 4.068], [-3.566, 0.372, 4.004], [-2.672, -0.500, 5.289], [3.235, 2.214, -0.703], [3.621, 3.233, -0.509], [3.105, 2.083, -1.792], [3.927, 1.446, -0.329], [0.796, 3.586, -0.146], [0.219, 3.849, 0.751], [0.115, 3.551, -1.005], [1.537, 4.387, -0.329], [0.379, -0.232, -0.416], [-1.083, -1.496, -1.084], [0.040, -2.279, -0.689], [1.026, -2.832, -1.667], [1.637, -1.766, -2.605], [1.581, -0.365, -2.054], [0.450, 0.521, -2.274], [-0.799, 0.130, -2.999], [-1.420, -1.195, -2.519], [1.834, 1.911, 1.983], [-1.912, -1.569, -0.377], [-0.118, -2.862, 0.225], [0.572, -3.616, -2.283], [1.831, -3.294, -1.087], [2.685, -2.032, -2.805], [1.146, -1.824, -3.583], [2.532, 0.166, -1.923], [0.736, 1.564, -2.365], [-0.563, 0.071, -4.062], [-1.547, 0.927, -2.895], [-2.511, -1.120, -2.593], [-1.133, -2.022, -3.176], [0.818, 1.836, 2.377], [2.308, 2.819, 2.428], [2.437, 1.011, 2.215], [2.047, -1.164, 0.994]],
  "de_lowest_kcal_mol": 16.04,
  "s2": 8.766,
  "spin_multiplicity": 6,
  "homo_lumo_gap_ev": [6.3, 4.6],
  "total_charge": 2
}



(4)
{
  "formula": "C15H31CoN3OP2S10Sb",
  "method": "wB97M-V/def2-TZVPD",
  "symbols": ["Co", "S", "Sb", "S", "S", "S", "C", "S", "C", "H", "H", "H", "H", "H", "H", "C", "S", "C", "C", "S", "S", "C", "S", "S", "H", "H", "H", "C", "P", "C", "C", "O", "H", "H", "H", "H", "H", "H", "H", "H", "H", "C", "N", "C", "N", "C", "N", "C", "P", "C", "C", "H", "H", "H", "H", "H", "H", "H", "H", "H", "H", "H", "H", "H"],
  "coordinates": [[-1.006, 0.336, 0.635], [-4.503, 3.957, -0.568], [-2.525, 5.141, -0.511], [-0.822, 2.496, 1.258], [-0.635, 3.093, -0.679], [-2.685, 5.527, 1.782], [-3.234, 0.441, 3.234], [-3.275, -0.088, 1.511], [-3.270, -1.885, 1.730], [-2.283, 0.165, 3.687], [-4.068, -0.019, 3.762], [-3.351, 1.524, 3.218], [-4.215, -2.197, 2.172], [-2.434, -2.185, 2.359], [-3.162, -2.323, 0.739], [1.941, -3.611, 4.002], [2.952, -2.737, 2.774], [2.634, -1.055, 3.189], [1.447, -0.401, 3.042], [-0.029, -1.054, 2.424], [1.464, 1.257, 3.649], [3.147, 1.360, 4.057], [3.877, 2.723, 4.581], [3.979, -0.152, 3.863], [1.956, -4.665, 3.732], [0.928, -3.222, 3.953], [2.377, -3.465, 4.987], [-2.443, 1.093, -3.390], [-2.998, -0.198, -2.262], [-4.589, 0.322, -1.625], [-3.344, -1.656, -3.278], [-1.946, -0.515, -1.229], [-3.262, 1.455, -4.012], [-1.637, 0.711, -4.019], [-2.061, 1.907, -2.769], [-5.272, 0.506, -2.457], [-4.467, 1.246, -1.054], [-4.992, -0.450, -0.971], [-4.083, -1.424, -4.046], [-3.733, -2.450, -2.639], [-2.423, -2.004, -3.747], [3.114, -0.901, -2.588], [3.154, -1.203, -1.099], [4.023, -0.141, -0.416], [3.560, 1.166, -0.704], [3.522, 1.393, -2.142], [2.658, 0.426, -2.822], [1.243, 0.636, -2.475], [0.887, 0.438, -0.652], [1.766, -1.200, -0.542], [2.287, 1.497, -0.049], [2.445, -1.623, -3.053], [4.124, -1.029, -2.979], [3.576, -2.116, -0.923], [5.036, -0.272, -0.802], [4.006, -0.340, 0.654], [4.537, 1.304, -2.539], [3.151, 2.397, -2.337], [0.618, -0.066, -3.033], [0.955, 1.647, -2.765], [1.166, -1.935, -1.086], [1.800, -1.521, 0.493], [2.388, 1.402, 1.031], [2.032, 2.537, -0.253]],
  "de_lowest_kcal_mol": 6.61,
  "s2": 6.030,
  "spin_multiplicity": 5,
  "homo_lumo_gap_ev": [5.9, 5.5]
}